Model w:
Here is C21H24N2O5 in the gas phase from the Open Molecules 2025 dataset. Energies are from ωB97M-V/def2-TZVPD.

XYZ file:
```
52
Properties=species:S:1:pos:R:3
C -7.423 -2.140 0.543
C -7.019 -0.743 1.009
O -5.629 -0.518 1.085
C -4.937 -0.432 -0.141
C -4.175 -1.719 -0.481
C -3.426 -1.623 -1.813
N -2.436 -0.568 -1.808
C -1.190 -0.758 -1.331
O -0.705 -1.842 -1.087
C -0.427 0.550 -1.089
N 0.912 0.217 -0.674
C 1.954 1.041 -0.933
O 1.803 2.134 -1.448
C 3.294 0.517 -0.538
C 4.399 1.034 -1.202
C 5.695 0.620 -0.913
C 5.837 -0.323 0.076
C 4.732 -0.835 0.761
C 3.451 -0.438 0.476
O 5.159 -1.738 1.699
C 6.564 -1.783 1.582
O 6.978 -0.896 0.565
C -1.189 1.313 -0.026
C -1.810 2.519 -0.319
C -2.554 3.173 0.649
C -2.685 2.624 1.913
C -2.063 1.424 2.212
C -1.318 0.770 1.248
H -6.907 -2.893 1.133
H -7.185 -2.288 -0.508
H -8.495 -2.266 0.672
H -7.372 -0.582 2.031
H -7.486 0.012 0.357
H -5.628 -0.173 -0.956
H -4.221 0.391 -0.018
H -3.461 -1.917 0.320
H -4.867 -2.559 -0.529
H -4.123 -1.439 -2.634
H -2.893 -2.558 -1.995
H -2.773 0.380 -1.878
H -0.374 1.149 -2.007
H 1.049 -0.760 -0.449
H 4.228 1.781 -1.961
H 6.549 1.017 -1.433
H 2.620 -0.830 1.037
H 7.025 -1.487 2.538
H 6.881 -2.808 1.329
H -1.700 2.953 -1.302
H -3.031 4.113 0.414
H -3.271 3.132 2.665
H -2.163 0.993 3.197
H -0.837 -0.169 1.476
```

## Properties
multiplicity: 1
SMILES: CCOCCCNC(=O)[C@H](NC(=O)c1ccc2c(c1)OCO2)c1ccccc1
LUMO: 0.780 eV
gap between HOMO and LUMO: 8.996 eV

Model x:
Here is 2 unconnected molecules or ions with the total composition C21H24N2O5 from the Open Molecules 2025 dataset. Energies are from ωB97M-V/def2-TZVPD.

XYZ file:
```
52
Properties=species:S:1:pos:R:3
C 2.663 0.364 -3.017
N 1.256 0.023 -3.238
C 0.980 -1.173 -4.040
C 0.316 0.815 -2.765
C -1.091 0.536 -2.853
C -1.648 -0.727 -2.524
C -3.003 -0.964 -2.715
C -3.843 0.030 -3.234
C -5.295 -0.268 -3.457
C -3.306 1.293 -3.526
C -1.959 1.554 -3.320
H 3.268 -0.434 -3.447
H 2.907 1.324 -3.500
H 2.864 0.455 -1.938
H 1.933 -1.463 -4.491
H 0.615 -2.002 -3.418
H 0.245 -0.977 -4.835
H 0.645 1.800 -2.405
H -1.006 -1.500 -2.101
H -3.428 -1.939 -2.459
H -5.802 0.617 -3.854
H -5.428 -1.094 -4.169
H -5.785 -0.561 -2.520
H -3.969 2.067 -3.917
H -1.529 2.533 -3.535
C 5.706 -0.680 1.327
C 4.364 -0.625 1.999
O 3.432 0.020 1.118
C 2.200 0.078 1.714
C 1.225 0.780 0.923
C -0.125 0.959 1.310
O -0.958 1.439 0.508
C -0.571 0.596 2.721
C 0.078 1.078 3.868
C -0.373 0.751 5.142
C -1.502 -0.076 5.278
N -1.893 -0.529 6.573
O -2.893 -1.274 6.671
O -1.220 -0.179 7.567
C -2.200 -0.521 4.142
C -1.750 -0.155 2.878
O 2.051 -0.447 2.819
H 6.399 -1.163 2.016
H 5.668 -1.264 0.404
H 6.081 0.320 1.099
H 4.007 -1.635 2.233
H 4.434 -0.055 2.935
H 1.530 1.094 -0.068
H 0.960 1.714 3.785
H 0.140 1.097 6.035
H -3.076 -1.148 4.281
H -2.311 -0.483 2.001
```

## Properties
multiplicity: 1
LUMO: -1.847 eV
gap between HOMO and LUMO: 4.830 eV

How do the energies compare? Relative to the most stable structure, in kJ/mol: model w 0.0; model x 530.1.

Model w:
Here is 2 unconnected molecules or ions with the total composition C2H4P2S from the Open Molecules 2025 dataset. Energies are from ωB97M-V/def2-TZVPD.

XYZ file:
```
9
Properties=species:S:1:pos:R:3
C -0.059 0.696 0.418
C 0.082 -0.493 -0.413
P 0.188 2.296 0.545
P -1.264 -0.823 2.964
S -0.908 -2.484 2.022
H 1.127 -0.633 -0.596
H -0.263 -0.327 -1.530
H -0.370 -1.248 0.291
H -0.822 2.601 1.693
```

## Properties
multiplicity: 1
LUMO (alpha / beta): -1.447 / -1.715 eV
gap between HOMO and LUMO (alpha / beta): 6.408 / 5.931 eV

Model x:
Here is C2H4P2S in the gas phase from the Open Molecules 2025 dataset. Energies are from ωB97M-V/def2-TZVPD.

XYZ file:
```
9
Properties=species:S:1:pos:R:3
H 0.293 -1.604 2.026
P 0.928 -0.386 1.957
C 0.068 -0.084 0.553
C 0.123 1.106 -0.331
P -0.628 -1.964 -0.339
S -1.099 -1.564 -2.179
H 0.693 1.949 0.216
H -0.971 1.535 -0.487
H 0.593 1.011 -1.416
```

## Properties
multiplicity: 1
SMILES: [H]/P=C(/C)P=S
LUMO: -1.564 eV
gap between HOMO and LUMO: 7.009 eV

Model y:
Here is C2H4P2S in the gas phase from the Open Molecules 2025 dataset. Energies are from ωB97M-V/def2-TZVPD.

XYZ file:
```
9
Properties=species:S:1:pos:R:3
C 0.817 0.639 0.111
C 0.863 -0.722 -0.115
P -1.021 1.673 -0.052
P -2.542 0.332 0.041
S -2.126 -1.595 -0.001
H 1.097 0.966 1.106
H 1.199 1.272 -0.687
H 0.798 -1.139 -1.102
H 0.915 -1.424 0.701
```

## Properties
multiplicity: 1
LUMO (alpha / beta): -1.793 / -1.792 eV
gap between HOMO and LUMO (alpha / beta): 6.399 / 6.401 eV

How do the energies compare? Relative to the most stable structure, in kJ/mol: model w 220.8; model x 0.0; model y 12.6.

Model w:
Here is C12H24N2O3 in the gas phase from the Open Molecules 2025 dataset. Energies are from ωB97M-V/def2-TZVPD.

XYZ file:
```
41
Properties=species:S:1:pos:R:3
C 4.489 -0.312 -1.564
C 4.173 0.683 -0.462
C 2.663 1.030 -0.532
C 2.355 2.338 0.199
C 1.782 -0.131 -0.108
N 0.351 0.193 -0.264
C -0.598 -0.738 -0.545
O -0.351 -1.957 -0.590
C -2.040 -0.195 -0.695
N -2.799 -0.985 -1.623
C -2.658 -0.092 0.715
C -3.969 0.642 0.714
C -3.982 1.979 -0.002
C -5.150 -0.210 0.239
C 2.064 -0.664 1.339
O 2.848 -0.179 2.082
O 1.470 -1.815 1.565
H 5.541 -0.713 -1.393
H 4.501 0.120 -2.568
H 3.791 -1.140 -1.577
H 4.411 0.227 0.470
H 4.767 1.616 -0.618
H 2.462 1.160 -1.611
H 1.402 2.828 -0.170
H 2.277 2.265 1.287
H 3.162 2.996 -0.017
H 1.904 -1.023 -0.737
H 0.054 1.130 0.032
H -1.983 0.802 -1.092
H -2.639 -0.753 -2.589
H -2.546 -1.945 -1.476
H -1.977 0.456 1.394
H -2.837 -1.078 1.147
H -4.184 0.886 1.782
H -4.900 2.566 0.246
H -3.947 1.827 -1.081
H -3.119 2.586 0.324
H -6.066 0.377 0.282
H -5.383 -1.093 0.878
H -5.030 -0.647 -0.748
H 0.967 -2.290 0.812
```

## Properties
multiplicity: 1
SMILES: CC[C@H](C)[C@H](NC(=O)[C@@H](N)CC(C)C)C(=O)O
LUMO: 0.511 eV
gap between HOMO and LUMO: 9.924 eV

Model x:
Here is C12H24N2O3 in the gas phase from the Open Molecules 2025 dataset. Energies are from ωB97M-V/def2-TZVPD.

XYZ file:
```
41
Properties=species:S:1:pos:R:3
C -1.213 1.825 -0.296
C -2.712 1.490 -0.247
C -3.485 2.737 0.006
C -2.933 0.414 0.808
C -2.332 -1.010 0.595
N -0.936 -1.045 0.222
C -0.010 -0.856 1.169
O -0.234 -0.498 2.337
C 1.394 -1.203 0.718
N 1.209 -2.337 -0.263
C 1.988 0.058 0.162
C 3.499 0.269 0.077
C 4.212 -0.992 -0.374
C 3.792 1.424 -0.833
C -3.182 -1.832 -0.427
O -4.012 -1.393 -1.232
O -2.783 -3.107 -0.366
H -1.064 2.706 -0.887
H -0.523 1.092 -0.809
H -0.787 1.982 0.726
H -3.077 1.112 -1.223
H -3.409 3.426 -0.841
H -4.529 2.494 0.252
H -3.155 3.252 0.932
H -2.493 0.867 1.739
H -4.044 0.444 0.905
H -2.407 -1.584 1.555
H -0.547 -1.588 -0.623
H 1.945 -1.587 1.622
H 2.126 -2.550 -0.606
H 0.964 -3.180 0.239
H 1.728 -0.015 -0.888
H 1.446 0.957 0.580
H 3.827 0.588 1.110
H 5.368 -0.844 -0.336
H 4.200 -1.891 0.326
H 3.948 -1.284 -1.422
H 4.811 1.688 -0.984
H 3.303 1.236 -1.822
H 3.261 2.297 -0.440
H -3.154 -3.561 -1.160
```

## Properties
multiplicity: 1
SMILES: CC(C)C[C@H](NC(=O)[C@@H](N)CC(C)C)C(=O)O
LUMO: 0.553 eV
gap between HOMO and LUMO: 10.089 eV

How do the energies compare? Relative to the most stable structure, in kJ/mol: model w 0.0; model x 70.5.

Model w:
Here is a gas-phase ion, C9H14NS (charge +1) from the Open Molecules 2025 dataset. Energies are from ωB97M-V/def2-TZVPD.

XYZ file:
```
25
Properties=species:S:1:pos:R:3
C 3.032 0.799 -0.930
C 2.095 -0.130 -0.298
C 1.125 0.486 0.781
C -0.013 -0.482 0.272
N -0.060 -1.798 1.085
C -1.419 0.050 0.212
C -1.878 1.330 0.417
C -3.283 1.395 0.184
C -3.839 0.248 -0.376
S -2.635 -0.974 -0.461
C 0.915 -0.783 -0.972
H 4.033 0.948 -0.631
H 2.616 1.816 -1.110
H 3.201 0.376 -1.931
H 2.666 -1.027 0.173
H 1.508 0.534 1.762
H 0.857 1.497 0.585
H 0.751 -2.483 0.992
H -0.908 -2.329 0.802
H -0.333 -1.741 2.141
H -1.353 2.061 0.827
H -3.802 2.305 0.428
H -4.829 -0.073 -0.767
H 0.570 -0.252 -1.743
H 0.983 -1.772 -1.442
```

## Properties
total charge: +1
multiplicity: 1
SMILES: C[C@H]1C[C@@]([NH3+])(c2cccs2)C1
LUMO: -3.401 eV
gap between HOMO and LUMO: 9.252 eV

Model x:
Here is 2 unconnected molecules or ions with the total composition C9H14NS from the Open Molecules 2025 dataset. Energies are from ωB97M-V/def2-TZVPD.

XYZ file:
```
25
Properties=species:S:1:pos:R:3
C 3.660 -0.222 0.754
C 2.935 -0.827 1.760
C 2.898 0.307 -0.246
C 1.572 -1.183 1.534
C 1.502 0.257 -0.207
C -1.850 -0.448 0.434
C -2.109 2.011 0.480
C -1.872 -0.806 -2.608
C -2.130 0.670 -0.297
N 0.846 -0.632 0.560
S -2.131 0.854 -1.959
H 4.810 -0.070 0.681
H 3.245 -1.252 2.722
H 3.393 0.780 -1.025
H 1.005 -1.569 2.389
H 0.932 0.961 -0.860
H -2.013 -1.480 0.012
H -2.141 -0.545 1.464
H -0.547 -0.496 0.573
H -1.128 2.141 0.925
H -2.158 2.800 -0.176
H -2.932 2.141 1.161
H -2.143 -0.748 -3.688
H -2.783 -1.425 -2.092
H -0.863 -1.221 -2.291
```

## Properties
total charge: +1
multiplicity: 1
LUMO: -3.887 eV
gap between HOMO and LUMO: 9.104 eV

How do the energies compare? Relative to the most stable structure, in kJ/mol: model w 0.0; model x 39.1.